(1)
Formula: C62H110O40P6
Source: OMol25
Level of theory: ωB97M-V with the def2-TZVPD basis set

Summary:
Strongest force on any atom   4.6 eV Å⁻¹
Total energy   -203712.2858 eV
Gap between HOMO and LUMO   0.298 Eh
LUMO energy   0.307 eV
Charge   0

Positions of all 218 atoms, in Å:
C  -2.51737  -2.99638  10.04935
C  -3.54286  -2.06420  10.12467
C  -3.72287  -0.97960  9.37559
C  -2.78803  -0.75224  8.34220
C  -1.64348  -1.66095  8.18645
C  -1.58828  -2.74912  9.04065
O  -0.48576  -3.59163  8.85513
O  -4.78463  -0.14793  9.48439
H  -2.60093  -3.81800  10.74530
H  -4.25759  -2.31936  10.89308
H  -2.94123  0.17035  7.80206
H  -0.97039  -1.45037  7.36851
H  0.01022  -3.40784  8.05399
H  -4.61860  0.58545  8.88757
C  2.75879  6.60195  9.56795
C  2.22999  7.84097  9.11388
C  1.61132  7.88500  7.89884
C  1.32916  6.77355  7.13388
C  1.79449  5.53912  7.56939
C  2.49498  5.44847  8.76991
O  2.93122  4.24572  9.28116
O  1.30876  9.07693  7.40691
H  3.43853  6.63744  10.40645
H  2.50778  8.79299  9.54154
H  0.85505  6.73904  6.16412
H  1.56617  4.60582  7.07623
H  3.21981  4.23386  10.19668
H  1.70467  9.89164  7.72486
C  -5.05188  11.85724  -4.71618
C  -5.10818  11.31588  -6.02492
C  -6.08711  11.81717  -6.93262
C  -7.13205  12.61355  -6.38542
C  -7.19438  12.99858  -5.05909
C  -6.13183  12.60645  -4.26585
O  -6.22268  12.92380  -2.95368
O  -6.06636  11.48633  -8.25433
H  -4.22686  11.56358  -4.08412
H  -4.34869  10.62845  -6.36695
H  -7.96508  12.79081  -7.04955
H  -7.94074  13.59901  -4.56026
H  -6.99586  13.45917  -2.76085
H  -6.68266  12.06072  -8.71460
C  9.96671  1.43758  -4.21059
C  8.78530  2.06805  -4.25157
C  7.91847  2.10947  -3.14326
C  8.26981  1.45885  -1.95904
C  9.50431  0.75922  -1.93204
C  10.39293  0.77293  -3.02305
O  11.49587  0.04380  -2.96042
O  6.72647  2.70911  -3.17706
H  10.62100  1.37814  -5.06778
H  8.34095  2.59799  -5.08109
H  7.62096  1.41561  -1.09676
H  9.63418  0.14287  -1.05475
H  11.88264  -0.10158  -3.82695
H  6.10084  2.46061  -2.49264
C  -10.59703  -2.94714  2.15905
C  -9.78346  -2.35961  1.20636
C  -8.40304  -2.35017  1.43889
C  -7.81065  -2.98743  2.53171
C  -8.63387  -3.69392  3.37997
C  -9.96498  -3.67789  3.15638
O  -10.67206  -4.36661  4.09650
O  -7.74180  -1.46240  0.73325
H  -11.65100  -3.00790  1.93130
H  -10.25691  -1.92064  0.34059
H  -6.74513  -2.88033  2.67172
H  -8.21219  -4.20848  4.23075
H  -11.60281  -4.14048  4.16102
H  -8.15105  -1.28487  -0.11680
C  7.75464  -7.22258  -4.48497
C  8.70924  -7.34525  -3.50022
C  9.20579  -8.58852  -3.18286
C  8.68886  -9.77348  -3.67907
C  7.58627  -9.62120  -4.51049
C  7.21191  -8.36298  -4.96539
O  6.21875  -8.34053  -5.88607
O  10.30717  -8.76847  -2.31369
H  7.44589  -6.24993  -4.83858
H  9.11355  -6.45127  -3.04887
H  8.96248  -10.73839  -3.27847
H  6.94524  -10.41789  -4.85801
H  5.47767  -7.75898  -5.70114
H  10.87219  -8.00643  -2.16658
C  6.99097  -6.67752  3.67534
O  7.13363  -5.20746  3.51695
P  6.90281  -4.22021  4.71829
O  5.42703  -3.94792  4.78070
O  7.67713  -4.85324  6.06178
C  9.03173  -5.28846  5.91395
O  7.72796  -2.86098  4.34776
C  7.81344  -1.92006  5.36711
H  6.69379  -7.15362  2.74093
H  6.19212  -6.98941  4.34813
H  7.89953  -7.13382  4.06832
H  9.65285  -4.77377  6.64702
H  9.43036  -5.01210  4.93784
H  8.97807  -6.37643  5.95324
H  8.68369  -2.19499  5.96308
H  7.01561  -1.89631  6.10942
H  7.80736  -0.94275  4.88449
C  1.60602  -14.08635  1.46017
O  1.90446  -14.19133  0.04657
P  1.12079  -13.34773  -1.13175
O  1.45580  -13.81796  -2.51600
O  -0.41767  -13.52814  -0.65039
C  -1.00276  -14.84045  -0.75311
O  1.47208  -11.79910  -0.77922
C  1.13563  -10.87169  -1.75828
H  2.29361  -14.64667  2.09370
H  0.59461  -14.43516  1.66870
H  1.81268  -13.04330  1.69982
H  -1.51415  -15.06336  0.18331
H  -0.37724  -15.66006  -1.10675
H  -1.78187  -14.80944  -1.51477
H  0.37059  -10.30664  -1.22582
H  0.75167  -11.27519  -2.69523
H  2.02069  -10.24758  -1.88183
C  -2.52476  3.13825  -12.43633
O  -3.53311  4.03343  -11.84294
P  -4.37937  3.49934  -10.58160
O  -4.74463  2.04210  -10.68304
O  -3.42020  3.87937  -9.28737
C  -3.88694  3.96564  -7.99586
O  -5.56124  4.53678  -10.50396
C  -6.25233  5.09010  -11.57189
H  -1.58576  3.65989  -12.62141
H  -2.83458  2.66967  -13.37043
H  -2.19123  2.28597  -11.84431
H  -4.96000  3.78182  -8.04915
H  -3.73596  4.83405  -7.35463
H  -3.56934  3.03006  -7.53552
H  -5.71848  5.93808  -12.00088
H  -7.11134  5.60082  -11.13673
H  -6.35821  4.28681  -12.30101
C  -6.27334  8.65341  5.29419
O  -7.33983  7.79244  4.89171
P  -7.07024  6.30043  4.37596
O  -6.32158  5.43829  5.32714
O  -8.53425  5.77436  4.00958
C  -8.76942  4.46137  3.54729
O  -6.28042  6.58490  2.93755
C  -7.02160  7.14156  1.84933
H  -5.98109  9.34157  4.50102
H  -5.36727  8.13071  5.60066
H  -6.61787  9.17926  6.18463
H  -9.51428  4.34048  2.76074
H  -9.03844  3.77507  4.35023
H  -7.85658  4.02290  3.14407
H  -7.56204  6.44347  1.21005
H  -6.41546  7.68942  1.12785
H  -7.70608  7.92131  2.18339
C  5.10027  10.80208  -2.42627
O  5.52073  11.72192  -1.39415
P  4.93722  11.81790  0.17379
O  5.32854  13.04569  0.92367
O  3.30385  11.67930  0.06707
C  2.43424  12.74026  0.26697
O  5.39724  10.44469  0.84047
C  5.42403  10.19716  2.20451
H  5.95503  10.66455  -3.08852
H  4.22546  11.21366  -2.92967
H  4.84309  9.86186  -1.93849
H  1.84512  12.44319  1.13461
H  1.76318  12.92168  -0.57259
H  2.92412  13.69880  0.43821
H  4.82668  10.93441  2.74094
H  6.44725  10.15322  2.57759
H  4.86068  9.28458  2.39928
C  -1.80946  -3.42761  -5.93168
O  -1.80846  -3.51818  -7.39968
P  -0.40413  -3.77209  -8.21655
O  0.50553  -4.70905  -7.53462
O  0.18272  -2.28300  -8.43315
C  0.98387  -1.62881  -7.48375
O  -0.95834  -4.35949  -9.60567
C  -0.12540  -5.06985  -10.47180
H  -2.77205  -3.69577  -5.49623
H  -1.65552  -2.39342  -5.62371
H  -1.17051  -4.11002  -5.37118
H  1.79220  -1.04646  -7.92596
H  1.41673  -2.26058  -6.70812
H  0.30838  -0.95495  -6.95675
H  -0.73709  -5.89818  -10.82929
H  0.75815  -5.45108  -9.95982
H  0.23106  -4.51945  -11.34249
C  2.02087  -0.34921  -0.62694
O  1.15414  0.74614  -0.90888
C  0.14623  0.97532  0.16092
C  -0.25376  2.48034  -0.01757
O  0.92425  3.29158  0.04815
C  0.66349  4.67305  -0.40798
H  2.75046  -0.36061  -1.43667
H  1.51255  -1.27148  -0.34563
H  2.62614  -0.17376  0.26242
H  0.54392  0.75745  1.15212
H  -0.59994  0.19807  -0.00404
H  -0.81603  2.86819  0.83185
H  -0.81048  2.58051  -0.94930
H  -0.22039  5.08628  0.07792
H  0.70780  4.74445  -1.49473
H  1.52002  5.27303  -0.10059
C  -2.55971  -9.63397  7.13927
O  -2.60561  -9.79333  5.74158
C  -3.82770  -9.32628  5.18842
C  -3.71925  -9.12287  3.71839
O  -3.00429  -7.99809  3.30288
C  -1.70297  -7.83699  3.87435
H  -2.40503  -8.59646  7.43548
H  -1.62685  -10.14856  7.36965
H  -3.38200  -10.08072  7.69814
H  -4.09979  -8.34910  5.58741
H  -4.64796  -9.96342  5.51909
H  -4.75307  -8.99097  3.39913
H  -3.32060  -10.05852  3.32629
H  -1.02640  -8.67531  3.70835
H  -1.91675  -7.43665  4.86537
H  -1.28982  -7.04839  3.24544

---

(2)
Formula: C62H138F18N10O18S6
Source: OMol25
Level of theory: ωB97M-V with the def2-TZVPD basis set

Summary:
Strongest force on any atom   3.8 eV Å⁻¹
Total energy   -232172.7839 eV
Gap between HOMO and LUMO   0.366 Eh
Energy above the lowest of the compared OMol25 structures with the same formula, charge and spin   1.0264 eV
LUMO energy   -5.281 eV
Charge   +4

Positions of all 252 atoms, in Å:
C  10.18081  0.52115  -2.20579
C  9.11917  0.83026  -3.25069
N  9.06908  2.19459  -3.80881
C  10.16034  2.49918  -4.79616
C  7.75288  2.23909  -4.53004
C  7.32721  3.48374  -5.14699
C  9.08764  3.24620  -2.79723
C  8.14437  3.23684  -1.63628
O  6.88447  3.80622  -2.08292
C  6.12720  4.07610  -0.91521
H  11.22002  0.86423  -2.44147
H  10.21228  -0.60848  -2.00968
H  9.99328  1.09516  -1.32093
H  8.11834  0.77744  -2.83191
H  9.13982  0.11959  -4.04929
H  11.06752  2.28887  -4.30594
H  10.04259  3.41815  -5.26450
H  10.12590  1.72366  -5.55242
H  7.12108  1.98699  -3.69481
H  7.79320  1.52622  -5.29541
H  7.91411  3.80644  -5.98942
H  7.27163  4.31048  -4.45052
H  6.26172  3.24695  -5.46731
H  9.01723  4.15680  -3.34532
H  10.09264  3.19721  -2.29041
H  8.56236  3.85717  -0.76154
H  7.92560  2.18681  -1.29147
H  6.77826  4.48012  -0.09035
H  5.59334  3.11900  -0.58768
H  5.29697  4.85243  -1.01403
C  1.53032  -2.83397  -5.96173
C  1.30291  -1.53580  -5.24050
N  -0.13219  -1.18435  -4.97364
C  -0.81658  -2.29968  -4.28605
C  -0.25845  0.04851  -4.06412
C  0.25224  -0.27245  -2.63500
C  -0.82002  -0.98844  -6.33498
C  -0.04825  0.05387  -7.21164
O  -0.35422  1.35432  -6.89123
C  0.31715  2.31576  -7.69925
H  1.00926  -2.82811  -6.88356
H  1.23924  -3.66163  -5.32659
H  2.65734  -2.85230  -6.12355
H  1.75762  -0.65371  -5.64479
H  1.71550  -1.67148  -4.24308
H  -1.76054  -1.99968  -3.94922
H  -0.27192  -2.58030  -3.34194
H  -0.77858  -3.18751  -4.86831
H  -1.28817  0.38153  -4.04231
H  0.37464  0.84013  -4.46897
H  0.56006  0.63995  -2.16997
H  1.16647  -0.86813  -2.59632
H  -0.50585  -0.81761  -2.09763
H  -1.87035  -0.59646  -6.20460
H  -0.89178  -1.94799  -6.80165
H  -0.43606  -0.14071  -8.20112
H  1.04600  -0.14311  -7.27208
H  0.53360  1.91686  -8.72579
H  1.20153  2.64336  -7.11063
H  -0.38726  3.05837  -7.92729
C  -4.93457  -8.55994  2.14813
C  -6.25025  -8.75087  2.88865
N  -6.44139  -8.17844  4.29729
C  -7.64954  -8.86257  4.86845
C  -5.21253  -8.49825  5.09852
C  -4.80641  -9.92315  5.22578
C  -6.61895  -6.64444  4.08788
C  -7.14292  -5.87874  5.25762
O  -6.18717  -5.87500  6.32692
C  -5.98026  -4.56055  6.86595
H  -4.65880  -7.48178  2.13031
H  -5.09761  -9.01049  1.16994
H  -4.10863  -9.09131  2.63790
H  -6.40705  -9.79196  3.03191
H  -7.07564  -8.32237  2.35448
H  -7.59882  -9.92136  4.69672
H  -8.48536  -8.54036  4.29646
H  -7.84062  -8.53098  5.89936
H  -5.51818  -8.07634  6.04843
H  -4.43880  -7.98467  4.52325
H  -3.83567  -10.10304  5.71430
H  -4.80163  -10.37550  4.27653
H  -5.51058  -10.44041  5.84387
H  -7.40218  -6.59987  3.28704
H  -5.68862  -6.22204  3.74753
H  -8.00503  -6.39806  5.64929
H  -7.39230  -4.90469  4.98679
H  -5.85248  -3.81373  6.10249
H  -5.14694  -4.61031  7.53541
H  -6.89083  -4.24707  7.46140
C  -5.55920  4.49525  8.10874
C  -5.01726  5.54560  7.18559
N  -5.34672  5.52194  5.69792
C  -4.96943  4.31374  5.11415
C  -6.82692  5.70007  5.51268
C  -7.65903  6.57695  6.52796
C  -4.53444  6.72885  5.13981
C  -4.32628  6.77666  3.57638
O  -5.45486  7.08777  2.75795
C  -5.91802  8.41374  2.93412
H  -5.28019  4.77921  9.16906
H  -5.30801  3.44542  8.02623
H  -6.66323  4.50259  8.18916
H  -3.99018  5.63277  7.15332
H  -5.43260  6.52736  7.46097
H  -5.36685  3.43095  5.58636
H  -3.92020  4.23312  5.26068
H  -5.21605  4.19348  4.09679
H  -7.29127  4.71344  5.61717
H  -6.83292  6.12579  4.51921
H  -8.64083  6.75190  6.14138
H  -7.20069  7.53855  6.71999
H  -7.78373  6.01156  7.47178
H  -3.50791  6.55254  5.46020
H  -4.99335  7.60939  5.49179
H  -3.94274  5.83902  3.22627
H  -3.49323  7.54449  3.49444
H  -6.80325  8.63282  2.31927
H  -5.09333  9.16510  2.69826
H  -6.26036  8.70968  3.92305
C  -3.90600  7.18113  -2.78937
C  -3.58232  5.71607  -2.35384
N  -4.31839  5.33624  -1.08984
C  -3.80027  6.07522  0.12884
C  -5.83355  5.64047  -1.24696
C  -6.75652  5.13274  -0.15663
C  -4.00439  3.86648  -0.87063
C  -4.42051  2.84689  -1.94828
O  -5.74338  2.95787  -2.35723
C  -6.14419  2.00587  -3.32663
H  -4.04847  7.89016  -1.98681
H  -4.74509  7.12936  -3.44634
H  -3.09457  7.54338  -3.39771
H  -2.48147  5.61830  -2.10597
H  -3.94776  5.01617  -3.07021
H  -4.28798  5.62961  0.99157
H  -3.92614  7.12629  -0.00497
H  -2.78036  5.84075  0.14632
H  -6.16714  5.09074  -2.17632
H  -6.00179  6.71940  -1.29009
H  -6.88307  4.08068  -0.16458
H  -7.75369  5.52474  -0.38088
H  -6.50212  5.43406  0.84816
H  -4.41438  3.55198  0.07010
H  -2.91912  3.81679  -0.75654
H  -4.17547  1.93762  -1.40791
H  -3.71443  2.97909  -2.84090
H  -7.20784  2.19106  -3.47875
H  -5.97614  1.01350  -2.85977
H  -5.46496  2.13266  -4.19098
C  1.81258  0.23561  2.70582
C  3.19802  0.31392  3.42319
N  3.71788  1.71693  3.74412
C  3.47890  2.57683  2.56320
C  2.89030  2.21814  4.90208
C  3.28328  3.52898  5.52491
C  5.18993  1.72507  3.95140
C  5.68921  0.93796  5.16289
O  5.19284  1.41930  6.36114
C  5.86934  0.84559  7.39906
H  1.85248  0.48206  1.63077
H  1.01371  0.85708  3.03284
H  1.50194  -0.77871  2.75967
H  3.97552  -0.22191  2.82382
H  3.21358  -0.10275  4.37717
H  3.98773  2.12207  1.77080
H  3.95433  3.54885  2.78185
H  2.40497  2.64708  2.39409
H  2.84662  1.39540  5.59338
H  1.84108  2.25590  4.51948
H  2.39911  4.12332  5.82416
H  3.73631  4.19037  4.73279
H  4.09162  3.46009  6.23595
H  5.41029  2.73737  4.08192
H  5.59813  1.27371  3.04799
H  6.74276  0.94075  5.24289
H  5.37001  -0.09612  4.97437
H  5.67157  -0.17596  7.51773
H  5.43546  1.31442  8.27270
H  7.00162  0.98574  7.27175
C  4.65835  -6.11185  -7.04891
C  3.78303  -6.68615  -5.93375
C  4.57742  -6.63828  -4.60100
N  3.62020  -6.80004  -3.45623
C  2.99358  -8.16006  -3.57288
C  2.62005  -5.72266  -3.31864
C  2.44588  -5.65867  -1.73244
C  3.82808  -5.89765  -1.14434
C  4.54616  -6.84548  -2.17817
H  5.63175  -6.48478  -6.83660
H  4.77469  -5.00849  -7.03675
H  4.38587  -6.48469  -8.05272
H  3.42733  -7.69249  -6.15101
H  2.79959  -6.07478  -5.85361
H  5.09574  -5.70843  -4.49217
H  5.31763  -7.40911  -4.58905
H  2.35829  -8.34628  -2.66872
H  3.76374  -8.90115  -3.66039
H  2.29678  -8.11825  -4.41310
H  1.63583  -5.89507  -3.79156
H  2.99506  -4.75532  -3.68178
H  1.76050  -6.48217  -1.46074
H  2.03439  -4.72737  -1.39972
H  3.85696  -6.32292  -0.16228
H  4.45023  -5.01239  -1.16383
H  4.61225  -7.88169  -1.82534
H  5.58989  -6.52803  -2.48052
C  -2.42075  -4.41031  -1.56332
F  -3.52275  -5.21649  -1.67049
F  -1.40648  -5.18315  -1.20553
F  -2.22992  -3.88501  -2.80421
S  -2.63160  -2.98258  -0.41594
O  -1.24189  -2.62381  -0.27104
O  -3.39476  -2.04066  -1.22494
N  -3.31516  -3.74412  0.74834
S  -3.91524  -3.49757  2.17496
O  -3.90016  -4.76217  2.81265
O  -3.59406  -2.33941  2.93471
C  -5.65071  -3.13579  1.80255
F  -5.70515  -2.02989  1.10477
F  -6.15487  -4.16171  1.03930
F  -6.26713  -2.96014  2.94615
C  4.06332  0.86349  -2.86195
F  4.84478  1.69640  -3.55310
F  3.50050  1.62473  -1.96318
F  3.11592  0.27975  -3.62921
S  5.07174  -0.36781  -2.04538
O  6.04003  0.60101  -1.52608
O  4.29381  -1.17392  -1.18192
N  5.65587  -1.20863  -3.31693
S  5.36045  -2.68654  -3.59091
O  5.51707  -3.66943  -2.55875
O  4.16339  -2.76341  -4.43870
C  6.93172  -2.97646  -4.66211
F  6.66452  -2.36537  -5.87285
F  8.06231  -2.46495  -4.21612
F  7.08324  -4.28102  -4.84205
C  -1.86024  1.84964  1.79992
F  -2.36179  1.97024  0.57835
F  -2.99054  1.57217  2.57089
F  -1.06169  0.82038  1.89945
S  -1.05896  3.39394  2.42796
O  -2.06627  4.44252  2.42434
O  -0.64010  2.83891  3.70631
N  0.23715  3.70412  1.57950
S  0.26315  4.58735  0.27235
O  -1.01971  4.67643  -0.35830
O  1.02268  5.78683  0.44816
C  1.16901  3.56432  -0.93241
F  2.29147  3.31401  -0.24152
F  0.53887  2.40051  -1.13627
F  1.45815  4.16617  -2.10919